The following is a DFT calculation (the ωB97M-V functional and the def2-TZVPD basis) of a 4-piece molecular cluster, C2H11NO4 overall.

Structure (XYZ):
```
18
Properties=species:S:1:pos:R:3:forces:R:3:mulliken_charge:R:1
C 2.219 -1.972 -1.306 -0.5 -1.4 0.8 -0.914
C 1.796 -0.741 -0.532 -0.4 -0.6 0.2 0.612
N 1.015 0.098 -1.250 -0.9 0.9 -1.0 -0.366
O 2.094 -0.558 0.636 0.5 0.2 -0.4 -0.597
H 1.995 -1.993 -2.366 -0.1 0.5 -0.1 0.303
H 3.285 -2.153 -1.169 -0.1 0.0 0.1 0.297
H 1.657 -2.845 -0.868 0.7 0.7 -0.2 0.248
H 0.222 -0.253 -1.805 0.9 0.1 0.3 0.220
H 0.844 1.023 -0.888 -0.2 -0.3 0.5 0.209
O -1.993 -0.244 -1.463 -0.3 -0.1 -0.1 -0.625
H -2.695 0.183 -0.944 0.4 0.3 0.2 0.331
H -2.431 -1.005 -1.848 0.0 -0.2 -0.1 0.316
O -0.378 1.194 3.076 1.2 -0.1 0.4 -0.628
H 0.210 0.976 3.822 -0.8 0.0 0.2 0.309
H 0.336 1.291 2.429 -0.5 0.0 -0.6 0.318
O -3.167 1.684 0.376 -0.6 -0.1 0.1 -0.672
H -4.071 1.971 0.199 0.1 0.2 -0.4 0.316
H -3.249 1.451 1.307 0.5 -0.2 0.2 0.324
```
Positions in Å, forces in eV/Å.

Output
- Calculated total energy: -11932.9410 eV
- Orbital gap: 10.03 eV
- ΔE to the lowest compared entry with this formula, charge and spin: 78.8 kJ/mol
- SMILES: CC(N)=O.O.O.O
- LUMO energy: 0.52 eV
- Molar mass: 113.113 u

***

The following is a DFT calculation (the ωB97M-V functional and the def2-TZVPD basis) of a 4-piece molecular cluster, C2H11NO4 overall.

Structure (XYZ):
```
18
Properties=species:S:1:pos:R:3:forces:R:3:mulliken_charge:R:1
C -1.778 -0.253 -1.410 0.1 -0.5 -1.5 -0.952
C -1.505 0.587 -0.208 -0.1 0.9 0.8 0.672
N -0.293 0.547 0.413 -0.5 -1.0 -1.0 -0.343
O -2.357 1.373 0.199 -0.1 -0.1 -0.4 -0.694
H -1.148 -1.105 -1.672 0.4 0.0 0.8 0.316
H -1.681 0.345 -2.326 -0.2 0.4 0.4 0.259
H -2.798 -0.623 -1.411 -0.2 0.2 0.3 0.290
H 0.235 -0.290 0.199 0.3 0.2 0.5 0.206
H -0.295 1.015 1.309 0.5 -0.1 -0.1 0.246
O 3.571 -1.467 -0.417 0.0 -0.2 -0.5 -0.619
H 3.190 -0.652 -0.785 0.4 -0.3 0.7 0.314
H 3.950 -1.326 0.455 -0.2 0.5 -0.2 0.310
O -0.641 3.182 1.672 -0.8 0.3 -1.0 -0.638
H -0.398 4.041 1.322 0.6 0.4 0.4 0.307
H -1.334 2.981 1.002 0.1 -0.7 0.8 0.345
O 0.912 -2.553 0.335 -0.9 0.6 -0.6 -0.604
H 1.299 -3.378 0.061 0.4 -0.3 0.1 0.294
H 1.071 -2.423 1.261 0.3 -0.2 0.6 0.293
```
Positions in Å, forces in eV/Å.

Output
- Calculated total energy: -11932.9554 eV
- Orbital gap: 10.22 eV
- ΔE to the lowest compared entry with this formula, charge and spin: 77.4 kJ/mol
- SMILES: CC(N)=O.O.O.O
- LUMO energy: 0.42 eV
- Molar mass: 113.113 u

***

The following is a DFT calculation (the ωB97M-V functional and the def2-TZVPD basis) of a 4-piece molecular cluster, C2H11NO4 overall.

Structure (XYZ):
```
18
Properties=species:S:1:pos:R:3:forces:R:3:mulliken_charge:R:1
N 1.041 -1.371 -3.430 -0.2 -0.1 0.0 -0.656
C 0.228 -0.607 -2.492 0.1 0.2 -0.3 -0.220
C 0.777 0.775 -2.222 -0.5 0.3 -0.1 -0.077
O 0.049 1.656 -1.828 0.0 0.0 0.4 -0.579
H 0.459 -2.107 -3.810 0.1 0.0 -0.2 0.249
H 1.779 -1.856 -2.939 0.2 0.1 0.0 0.237
H -0.754 -0.375 -2.911 0.0 -0.3 -0.1 0.298
H 0.046 -1.140 -1.563 0.0 0.1 0.5 0.311
H 1.813 1.048 -2.449 0.4 -0.4 -0.1 0.398
O -0.444 1.621 1.084 0.1 -0.2 0.1 -0.654
H -1.089 2.323 1.197 0.0 0.0 -0.1 0.292
H -0.243 1.577 0.140 -0.2 0.3 -0.1 0.366
O -1.860 -1.353 4.428 0.1 0.2 -0.3 -0.640
H -1.353 -1.650 3.661 0.0 -0.2 0.1 0.333
H -1.568 -0.435 4.459 -0.1 0.0 0.2 0.311
O 0.451 -0.507 2.708 -0.1 0.0 -0.1 -0.644
H -0.055 -0.024 2.028 0.3 0.2 0.4 0.387
H 0.946 0.173 3.188 -0.2 -0.2 -0.3 0.288
```
Positions in Å, forces in eV/Å.

Output
- Calculated total energy: -11932.0590 eV
- Orbital gap: 10.80 eV
- ΔE to the lowest compared entry with this formula, charge and spin: 163.9 kJ/mol
- SMILES: NCC=O.O.O.O
- LUMO energy: 0.56 eV
- Molar mass: 113.113 u

***

The following is a DFT calculation (the ωB97M-V functional and the def2-TZVPD basis) of a 4-piece molecular cluster, C2H11NO4 overall.

Structure (XYZ):
```
18
Properties=species:S:1:pos:R:3:forces:R:3:mulliken_charge:R:1
C -1.052 -1.516 -0.074 0.1 0.4 0.2 -0.842
N 0.114 -0.689 0.167 0.5 -0.6 0.2 0.007
C 1.252 -1.180 0.716 -1.2 0.5 -0.4 0.139
O 2.319 -0.600 0.727 0.6 -0.2 0.3 -0.691
H -1.956 -0.929 0.123 0.1 -0.3 -0.4 0.147
H -1.057 -2.371 0.571 0.0 -0.4 0.7 0.388
H -1.032 -1.944 -1.067 -0.3 0.3 -0.5 0.312
H 0.182 0.115 -0.451 0.0 0.0 0.2 0.217
H 1.089 -2.158 1.181 0.2 -0.2 0.2 0.313
O -0.009 1.284 -1.745 0.5 0.3 -0.2 -0.720
H -0.292 1.545 -2.620 -0.2 0.0 -0.2 0.319
H 0.965 1.434 -1.736 -0.3 0.0 0.3 0.383
O 2.579 1.440 -0.919 0.2 0.6 -0.6 -0.697
H 3.227 2.157 -0.904 -0.2 -0.4 0.2 0.291
H 2.734 0.798 -0.201 0.0 0.0 0.1 0.432
O -3.416 0.794 2.101 0.4 -0.1 -0.2 -0.640
H -2.883 1.364 2.664 -0.1 0.0 0.1 0.318
H -2.765 0.455 1.468 -0.3 0.1 0.2 0.325
```
Positions in Å, forces in eV/Å.

Output
- Calculated total energy: -11932.9731 eV
- Orbital gap: 10.63 eV
- ΔE to the lowest compared entry with this formula, charge and spin: 75.7 kJ/mol
- SMILES: CNC=O.O.O.O
- LUMO energy: 0.72 eV
- Molar mass: 113.113 u

***

The following is a DFT calculation (the ωB97M-V functional and the def2-TZVPD basis) of a 4-piece molecular cluster, C2H11NO4 overall.

Structure (XYZ):
```
18
Properties=species:S:1:pos:R:3:forces:R:3:mulliken_charge:R:1
C -0.805 -0.477 -0.860 0.7 0.8 -0.3 -0.660
C -1.209 0.365 0.318 0.2 -1.3 1.6 0.781
N -1.567 -0.212 1.466 0.6 0.9 -1.1 -0.329
O -1.040 1.614 0.307 -0.2 -0.2 -0.4 -0.206
H -0.008 -1.136 -0.527 -0.2 -0.4 0.4 0.021
H -1.628 -1.013 -1.312 -0.3 0.0 0.0 0.355
H -0.290 0.158 -1.566 -0.3 0.2 -0.5 0.355
H -1.445 -1.217 1.517 -0.2 0.1 0.3 0.270
H -1.502 0.372 2.297 -0.4 -0.5 0.1 0.283
H 2.246 -3.254 0.884 -0.3 0.1 -0.2 0.356
H 3.326 -2.348 1.317 0.0 0.5 0.0 0.323
O 2.411 -2.309 1.006 0.2 -0.5 0.1 -0.668
H -1.040 4.713 0.323 0.0 0.4 -0.2 0.315
H -0.355 3.469 -0.130 0.3 0.3 -0.2 0.385
O -0.424 4.403 -0.355 -0.3 -0.4 0.4 -0.580
H 2.376 -2.812 -2.341 0.0 -0.1 -0.1 0.321
H 1.736 -2.195 -1.111 0.4 -0.3 0.1 0.305
O 1.623 -2.911 -1.750 -0.2 0.3 0.0 -0.627
```
Positions in Å, forces in eV/Å.

Output
- Calculated total energy: -11923.2200 eV
- Orbital gap (alpha / beta): 9.80 / 4.90 eV
- Charge: +1
- Spin multiplicity: 2
- ΔE to the lowest compared entry with this formula, charge and spin: 120.2 kJ/mol
- <S²>: 0.755
- LUMO energy (alpha / beta): -4.74 / -9.59 eV
- Molar mass: 113.113 u

***

The following is a DFT calculation (the ωB97M-V functional and the def2-TZVPD basis) of a 2-piece molecular cluster, C2H11NO5P2 overall.

Structure (XYZ):
```
21
Properties=species:S:1:pos:R:3:forces:R:3:mulliken_charge:R:1
C 3.302 -0.374 0.499 -0.7 -0.4 0.0 -0.979
P 2.011 -0.035 -0.771 0.7 1.4 -0.7 0.069
O 1.574 -1.627 -1.206 -0.4 -0.4 0.3 -0.526
N 0.854 0.658 0.175 -0.1 -1.5 0.3 -0.530
C -0.392 0.839 -0.512 0.5 -0.1 0.4 -0.623
P -1.431 -0.663 -0.638 -1.3 1.1 0.1 1.059
O -2.841 -0.354 -0.243 -0.5 1.1 0.6 -0.900
O -1.430 -1.157 -2.145 0.5 -0.2 0.0 -0.482
O -0.891 -1.788 0.314 0.7 0.2 0.3 -0.515
H 3.208 -1.415 0.791 0.1 -0.3 0.0 0.266
H 3.121 0.215 1.387 0.0 0.4 0.1 0.338
H 4.286 -0.201 0.096 0.4 0.1 -0.1 0.333
H 1.778 -1.771 -2.137 0.2 0.2 0.2 0.276
H -0.310 1.324 -1.499 -0.1 -0.2 -0.3 0.390
H -0.998 1.514 0.093 -0.2 0.2 -0.1 0.235
H -0.505 -1.136 -2.447 -0.1 -0.3 -0.1 0.339
H -0.142 -1.367 0.795 0.3 -0.2 -0.1 0.351
O -2.633 1.972 1.809 -0.2 -0.1 -0.2 -0.389
H -2.330 1.440 2.572 0.1 -0.1 -0.1 0.446
H -3.380 2.552 2.043 0.0 -0.1 0.0 0.457
H -2.852 1.373 1.024 0.2 -0.9 -0.5 0.384
```
Positions in Å, forces in eV/Å.

Output
- Calculated total energy: -32556.8766 eV
- Orbital gap: 4.25 eV
- LUMO energy: -1.79 eV
- Molar mass: 191.060 u

***

The following is a DFT calculation (the ωB97M-V functional and the def2-TZVPD basis) of C2H11O3S as an isolated structure.

Structure (XYZ):
```
17
Properties=species:S:1:pos:R:3:forces:R:3:mulliken_charge:R:1
C 0.756 1.616 -0.839 -1.3 -2.1 -0.7 -1.043
C 1.051 0.219 -0.157 0.7 0.7 -1.4 -0.865
S 1.155 -1.201 -1.488 0.6 1.2 1.6 -0.633
H 1.666 1.867 -1.302 1.2 1.1 -0.5 0.385
H 0.020 1.502 -1.712 0.7 0.1 1.5 0.223
H 0.394 2.325 -0.089 0.2 0.2 -0.2 0.284
H 2.113 0.276 0.267 -1.7 -0.1 0.0 0.409
H 0.225 0.143 0.576 0.8 -0.9 -0.1 0.406
H -2.197 -1.778 -0.963 0.9 0.3 0.0 0.205
H -0.582 -1.190 -0.995 -2.1 -0.4 -0.3 0.319
O -1.629 -0.997 -0.857 0.0 0.1 0.2 -0.605
H -2.996 1.216 0.139 0.5 -0.3 2.6 0.321
H -2.064 1.586 1.324 1.0 0.2 0.1 0.295
O -2.927 1.243 1.161 -1.4 0.0 -2.6 -0.645
H 1.414 -1.773 1.008 0.3 -1.6 1.6 0.357
H 2.204 -2.779 2.023 0.1 0.2 -0.5 0.273
O 1.397 -2.275 1.904 -0.4 1.2 -1.2 -0.685
```
Positions in Å, forces in eV/Å.

Output
- Calculated total energy: -19230.6545 eV
- Orbital gap: 7.28 eV
- Charge: -1
- ΔE to the lowest compared entry with this formula, charge and spin: 158.4 kJ/mol
- LUMO energy: 3.86 eV
- Molar mass: 115.174 u

***

The following is a DFT calculation (the ωB97M-V functional and the def2-TZVPD basis) of a 4-piece molecular cluster, C2H11O4 overall.

Structure (XYZ):
```
17
Properties=species:S:1:pos:R:3:forces:R:3:mulliken_charge:R:1
C 1.097 0.065 1.229 -1.6 -1.5 -1.7 -0.553
O 0.396 -0.018 -0.060 1.3 -0.3 1.2 -1.095
C 0.939 1.487 1.657 -0.9 1.4 -0.4 -0.677
H 0.611 -0.694 1.865 0.0 0.3 0.4 0.206
H 2.165 -0.228 1.251 -0.2 0.0 -0.7 0.301
H 0.430 1.740 2.629 0.3 -0.5 -1.1 0.186
H 1.909 1.963 1.650 0.3 0.4 0.1 0.302
H 0.375 1.826 0.716 0.5 0.4 1.9 0.184
H 0.341 -1.433 -0.971 0.2 0.6 1.0 0.475
H -0.392 -2.296 -1.977 -0.1 0.0 -0.3 0.286
O 0.151 -2.363 -1.193 0.0 -1.1 -0.5 -0.709
H -1.313 0.400 0.467 -1.0 0.0 1.7 0.459
H -1.744 -0.470 1.677 -0.9 2.6 -1.2 0.287
O -2.023 0.429 1.239 2.0 -2.8 -0.4 -0.710
H 0.301 1.180 -2.603 0.4 0.5 -0.5 0.277
H -0.171 0.293 -1.535 -0.4 0.3 -1.7 0.501
O -0.365 0.503 -2.546 0.1 -0.5 2.1 -0.719
```
Positions in Å, forces in eV/Å.

Output
- Calculated total energy: -10442.5990 eV
- Orbital gap: 8.44 eV
- Charge: -1
- ΔE to the lowest compared entry with this formula, charge and spin: 124.5 kJ/mol
- LUMO energy: 4.10 eV
- Molar mass: 99.106 u

***

The following is a DFT calculation (the ωB97M-V functional and the def2-TZVPD basis) of a 4-piece molecular cluster, C2H11O4 overall.

Structure (XYZ):
```
17
Properties=species:S:1:pos:R:3:forces:R:3:mulliken_charge:R:1
C 0.349 0.065 -1.451 -3.3 0.0 -0.5 -0.406
O -0.555 0.262 -0.320 2.1 -0.8 -0.8 -0.791
C 1.905 0.014 -1.158 -1.3 1.0 1.1 -0.872
H 0.189 -0.911 -1.954 -0.3 -0.3 0.6 0.218
H -0.245 0.673 -2.319 2.5 -0.1 1.4 0.215
H 2.479 0.515 -1.951 0.0 0.2 0.5 0.311
H 2.047 0.404 -0.083 0.1 -0.2 -1.8 0.214
H 2.222 -1.030 -1.153 -0.1 0.0 0.0 0.241
H -0.507 -2.609 1.922 1.2 1.7 -1.0 0.285
H 0.130 -1.465 0.921 -0.9 0.3 -0.4 0.324
O 0.195 -1.911 1.771 -0.4 -1.7 1.3 -0.693
H 0.072 2.416 1.482 0.5 -1.2 0.9 0.290
H -0.175 0.959 1.113 1.4 0.6 1.1 0.345
O 0.286 1.534 1.899 -1.7 0.6 -2.4 -0.722
H -3.127 0.907 0.877 -0.4 -1.5 -0.9 0.260
H -2.130 0.103 0.089 -0.9 -0.5 -0.5 0.501
O -3.136 0.074 0.315 1.4 2.0 1.1 -0.720
```
Positions in Å, forces in eV/Å.

Output
- Calculated total energy: -10442.1755 eV
- Orbital gap: 8.13 eV
- Charge: -1
- ΔE to the lowest compared entry with this formula, charge and spin: 165.3 kJ/mol
- LUMO energy: 4.08 eV
- Molar mass: 99.106 u

***

The following is a DFT calculation (the ωB97M-V functional and the def2-TZVPD basis) of a 4-piece molecular cluster, C2H11O4 overall.

Structure (XYZ):
```
17
Properties=species:S:1:pos:R:3:forces:R:3:mulliken_charge:R:1
C -0.040 1.129 0.160 1.8 1.9 -0.5 -0.299
O 0.058 -0.179 0.188 0.2 -1.7 -1.1 -0.633
C 0.538 1.758 1.433 0.1 1.0 -0.9 -1.034
H 0.709 1.688 -0.663 -1.8 -1.2 0.7 0.169
H -1.092 1.563 0.053 0.8 -0.3 -0.4 0.201
H 0.840 2.711 0.950 0.0 0.3 1.5 0.376
H -0.282 1.835 2.149 0.5 0.2 0.5 0.237
H 1.441 1.227 1.794 -0.7 0.2 -0.1 0.194
H 2.258 -2.570 -0.828 -0.4 0.1 -0.4 0.274
H 1.562 -1.480 0.089 -0.5 0.2 -0.3 0.383
O 2.247 -2.170 0.036 0.6 -0.1 0.7 -0.691
H -2.174 -1.327 -0.163 0.2 0.1 0.1 0.310
H -1.209 -0.914 0.962 -0.4 -0.4 -0.9 0.340
O -2.040 -1.443 0.782 -0.5 -0.1 0.8 -0.740
H -0.934 -0.617 -3.113 -0.1 0.0 0.2 0.260
H -0.580 -0.459 -1.597 -0.7 -0.4 0.2 0.335
O -1.302 -0.752 -2.231 0.8 0.3 0.0 -0.683
```
Positions in Å, forces in eV/Å.

Output
- Calculated total energy: -10442.8273 eV
- Orbital gap: 7.88 eV
- Charge: -1
- ΔE to the lowest compared entry with this formula, charge and spin: 102.4 kJ/mol
- LUMO energy: 3.81 eV
- Molar mass: 99.106 u

***

The following is a DFT calculation (the ωB97M-V functional and the def2-TZVPD basis) of C2H12BeO6 as an isolated structure.

Structure (XYZ):
```
21
Properties=species:S:1:pos:R:3:forces:R:3:mulliken_charge:R:1
Be -0.659 0.366 -0.650 -1.2 1.0 0.5 -0.242
O -1.014 -0.043 0.825 -0.6 -0.1 -1.2 -0.551
C 0.044 -0.986 0.925 0.0 1.9 0.3 -0.468
C 1.190 -0.227 0.329 1.3 1.8 2.5 -0.108
O 0.798 0.199 -0.919 0.4 -0.3 -1.5 -0.661
H -0.123 -1.725 0.191 -0.3 -2.1 -0.1 0.182
H 0.132 -1.219 1.972 0.4 -1.0 0.2 0.436
H 2.118 -0.765 0.352 0.7 -0.4 -0.2 0.399
H 1.334 0.731 0.933 0.2 -1.1 0.0 0.134
O -1.632 -0.299 -1.853 -0.6 1.0 0.2 -0.159
H -2.591 -0.218 -1.769 0.2 -0.3 -0.1 0.343
H -1.392 -1.089 -2.324 0.2 -0.6 -0.3 0.353
O -0.918 0.958 3.178 -0.5 -0.4 0.2 -0.690
H -0.133 1.448 3.337 1.0 0.7 0.6 0.280
H -0.735 0.535 2.313 -0.9 0.2 -0.2 0.388
O 1.985 -1.940 -2.013 -0.3 0.0 0.0 -0.699
H 1.584 -1.117 -1.638 0.2 -0.2 -0.5 0.455
H 2.934 -1.836 -1.938 0.1 0.0 0.0 0.272
O -0.967 2.131 -0.718 0.3 0.8 0.1 -0.342
H -1.726 2.508 -0.265 -0.4 -0.2 0.1 0.352
H -0.228 2.589 -0.267 -0.1 -0.6 -0.5 0.328
```
Positions in Å, forces in eV/Å.

Output
- Calculated total energy: -14957.6319 eV
- Orbital gap: 8.73 eV
- ΔE to the lowest compared entry with this formula, charge and spin: 19.8 kJ/mol
- LUMO energy: -0.34 eV
- Molar mass: 141.124 u

***

The following is a DFT calculation (the ωB97M-V functional and the def2-TZVPD basis) of C2H12ClMgO4 as an isolated structure.

Structure (XYZ):
```
20
Properties=species:S:1:pos:R:3:forces:R:3:mulliken_charge:R:1
Mg 4.100 -1.983 -0.057 -1.9 1.2 -0.4 1.020
Cl 2.099 -0.830 -0.521 2.1 -1.3 0.3 -0.109
O -0.981 -2.138 -0.239 0.1 0.1 0.0 -0.557
H -1.199 -2.208 0.699 -0.1 0.0 -0.1 0.322
H -0.021 -2.204 -0.280 -0.1 -0.1 0.0 0.270
O -1.198 0.414 -2.291 0.6 0.3 0.0 -0.610
H -0.410 0.339 -2.865 -0.8 0.0 0.3 0.380
H -1.026 -0.147 -1.527 -0.2 -0.2 -0.1 0.290
O 0.830 -0.579 -3.878 0.6 -0.2 0.2 -0.620
H 1.457 -0.606 -3.141 -0.1 0.0 -0.4 0.274
H 1.306 -0.935 -4.637 -0.1 0.1 0.0 0.305
C -0.991 1.565 2.917 0.5 0.6 0.8 -1.250
C -0.561 0.837 1.669 -0.3 -0.1 -0.1 0.244
O 0.541 1.546 1.098 0.2 -0.7 -0.2 -0.443
H -0.115 1.887 3.490 0.2 -0.2 -0.3 0.311
H -1.544 0.987 3.658 -0.4 -0.2 -0.5 0.362
H -1.504 2.504 2.711 -0.3 -0.2 -0.2 0.301
H -1.366 0.774 0.929 -0.1 0.1 0.1 0.233
H -0.279 -0.202 1.885 0.1 0.1 0.2 0.096
H 0.863 0.978 0.379 -0.2 0.7 0.2 0.180
```
Positions in Å, forces in eV/Å.

Output
- Calculated total energy: -28417.5802 eV
- Orbital gap: 3.46 eV
- Charge: +1
- ΔE to the lowest compared entry with this formula, charge and spin: 21.8 kJ/mol
- LUMO energy: -8.97 eV
- Molar mass: 159.872 u

***

> What is the molar mass in the second record?

113.113 u

***

> What is the molar mass in the third record?

113.113 u

***

> calculated total energy of number 12 (C2H12ClMgO4)?

-28417.5802 eV